C26H28N6O7Si | wB97M-V/def2-TZVPD

Cartesian coordinates (Å):
C (3.449, 0.186, -1.751)
Si (2.028, 0.999, -0.856)
C (2.526, 2.432, 0.210)
C (0.637, 1.409, -2.025)
O (1.410, -0.219, 0.069)
C (0.973, -0.608, 1.349)
C (2.160, -1.207, 2.137)
C (3.417, -1.383, 1.559)
C (4.512, -1.703, 2.371)
C (4.321, -1.987, 3.723)
C (3.037, -1.934, 4.279)
C (1.959, -1.530, 3.489)
C (0.376, 0.588, 2.097)
C (1.082, 1.269, 3.097)
C (0.440, 2.262, 3.846)
C (-0.881, 2.606, 3.558)
C (-1.526, 2.037, 2.458)
C (-0.854, 1.084, 1.678)
C (-0.046, -1.744, 1.121)
C (0.626, -2.985, 0.515)
C (-0.520, -3.746, -0.148)
C (-1.623, -2.711, -0.388)
N (-1.170, -1.469, 0.254)
H (3.896, 0.931, -2.424)
H (4.237, -0.184, -1.081)
H (3.087, -0.659, -2.354)
H (3.033, 3.166, -0.435)
H (1.665, 2.923, 0.682)
H (3.225, 2.130, 1.001)
H (1.000, 2.076, -2.820)
H (0.249, 0.498, -2.505)
H (-0.196, 1.915, -1.517)
H (3.551, -1.259, 0.483)
H (5.508, -1.729, 1.925)
H (5.174, -2.253, 4.350)
H (2.873, -2.189, 5.328)
H (0.959, -1.429, 3.921)
H (2.126, 1.025, 3.298)
H (0.976, 2.744, 4.665)
H (-1.415, 3.328, 4.176)
H (-2.545, 2.312, 2.201)
H (-1.240, 0.730, 0.723)
H (-0.452, -2.011, 2.115)
H (1.363, -2.660, -0.233)
H (1.160, -3.556, 1.282)
H (-0.216, -4.193, -1.095)
H (-0.885, -4.547, 0.507)
H (-1.751, -2.529, -1.462)
H (-2.602, -3.034, 0.001)
H (-1.940, -1.010, 0.739)
O (-5.014, 2.321, -5.935)
N (-4.787, 2.198, -4.746)
C (-4.123, 1.298, -3.938)
C (-4.194, 1.774, -2.624)
N (-4.902, 2.941, -2.551)
O (-5.324, 3.151, -3.834)
C (-3.318, 1.229, -1.619)
N (-3.160, 2.011, -0.369)
O (-4.018, 1.906, 0.521)
O (-2.122, 2.704, -0.275)
C (-2.481, 0.148, -1.912)
C (-2.470, -0.314, -3.234)
N (-1.438, -0.999, -3.877)
O (-0.458, -1.600, -3.444)
O (-1.602, -0.812, -5.249)
N (-2.733, -0.070, -5.524)
C (-3.246, 0.232, -4.289)
H (-1.782, -0.303, -1.210)

Calculated values
gap between HOMO and LUMO = 7.1 eV
largest force on an atom = 3.13 eV Å⁻¹
LUMO = -1.769 eV
highest occupied orbital energy = -8.92 eV
DFT total energy = -58556.11427 eV